[1]
{
  "formula": "C32H62F2N4O27S2Zn",
  "method": "the ωB97M-V functional and the def2-TZVPD basis",
  "total_energy_ha": -6282.31242,
  "charge": -1,
  "multiplicity": 2,
  "e_homo_ev": [-0.9, -6.6],
  "orbital_gap_ev": [2.75, 8.41],
  "s_squared": 0.754,
  "symbols": ["Zn", "N", "S", "O", "O", "F", "S", "O", "O", "F", "C", "C", "O", "O", "H", "H", "H", "C", "O", "C", "C", "O", "C", "C", "O", "C", "H", "H", "H", "H", "H", "H", "H", "H", "H", "H", "H", "H", "H", "H", "C", "O", "C", "O", "O", "C", "H", "H", "H", "H", "H", "H", "C", "O", "C", "O", "O", "C", "H", "H", "H", "H", "H", "H", "C", "O", "C", "O", "O", "C", "H", "H", "H", "H", "H", "H", "C", "O", "C", "O", "O", "C", "H", "H", "H", "H", "H", "H", "C", "O", "C", "O", "O", "C", "H", "H", "H", "H", "H", "H", "C", "O", "C", "O", "O", "C", "H", "H", "H", "H", "H", "H", "C", "C", "N", "H", "H", "H", "C", "C", "N", "H", "H", "H", "C", "C", "N", "H", "H", "H"],
  "positions_angstrom": [[0.94744, 0.92543, 2.79985], [0.63301, 0.67125, 4.65347], [-0.50320, 0.22831, 5.58240], [-0.79875, 1.01166, 6.77650], [-0.82667, -1.20389, 5.63692], [-1.63884, 0.78887, 4.56528], [1.80346, 0.64099, 5.98516], [1.82428, -0.48194, 6.94511], [2.21051, 1.92252, 6.46597], [2.98133, 0.33256, 4.91100], [-1.31956, 0.02620, -0.23181], [-0.30347, 0.25276, 0.85256], [0.81165, 0.76127, 0.66725], [-0.73598, -0.01959, 1.98248], [-2.31474, 0.44937, -0.09531], [-1.40242, -1.05849, -0.30022], [-1.01396, 0.49931, -1.16502], [2.71987, 0.49274, -2.37543], [4.03491, 1.02260, -2.21947], [4.14215, 1.92731, -1.09835], [5.70829, 2.26835, -0.98498], [6.53000, 1.24846, -0.50897], [7.92543, 1.55369, -0.35705], [8.69789, 0.31265, 0.18755], [8.79011, -0.82602, -0.65354], [9.59192, -1.88575, -0.26971], [2.73899, -0.39254, -3.01104], [1.97997, 1.21783, -2.71438], [2.34109, 0.11808, -1.42451], [3.70254, 1.51558, -0.18988], [3.48981, 2.79708, -1.17617], [5.75506, 3.18137, -0.39142], [6.19830, 2.52797, -1.92338], [8.15396, 2.48816, 0.15544], [8.43503, 1.78426, -1.29260], [8.16405, 0.01953, 1.09154], [9.69302, 0.62627, 0.50291], [10.65310, -1.64126, -0.22267], [9.57263, -2.69972, -0.99440], [9.25466, -2.30573, 0.67791], [-4.41381, -5.04674, -0.32594], [-4.46754, -4.74470, 1.00540], [-3.73858, -3.63270, 1.39497], [-3.01133, -2.96918, 0.63968], [-3.72114, -3.54314, 2.74889], [-2.46851, -3.13388, 3.32009], [-4.92766, -5.99014, -0.51048], [-3.40395, -5.15480, -0.72168], [-4.85869, -4.30166, -0.98551], [-2.26176, -2.08233, 3.12113], [-1.55419, -3.58934, 2.93973], [-2.46243, -3.31307, 4.39525], [4.84812, -1.38767, 1.24366], [3.80214, -2.24712, 1.60392], [2.73650, -1.86580, 2.19191], [2.33638, -0.74315, 2.51579], [2.03360, -2.97512, 2.32042], [0.85316, -2.90906, 3.14896], [5.68724, -1.99743, 0.90876], [5.30119, -0.88403, 2.09758], [4.45064, -0.59803, 0.60603], [0.23448, -2.08075, 2.80366], [1.09266, -2.75140, 4.20057], [0.39709, -3.88888, 3.00730], [0.55492, 4.60051, 4.85522], [-0.77072, 4.25408, 4.42491], [-0.97933, 3.42464, 3.40173], [-0.07129, 2.71584, 2.94273], [-2.20039, 3.60991, 2.95818], [-2.72014, 2.97189, 1.79947], [0.99022, 3.86497, 5.53167], [0.74272, 5.59357, 5.26347], [1.23918, 4.64453, 4.00790], [-3.73385, 3.34834, 1.66239], [-2.85475, 1.89186, 1.85875], [-2.15066, 3.27715, 0.92162], [-0.47013, 1.82046, -4.14295], [0.05214, 0.80542, -4.94421], [0.15395, -0.54956, -4.55599], [-0.27266, -1.05900, -3.46704], [0.79748, -1.23806, -5.52039], [0.97539, -2.65191, -5.52153], [-0.39354, 2.78725, -4.64050], [0.02764, 1.83636, -3.17337], [-1.54265, 1.68564, -4.00286], [0.00600, -3.12502, -5.67820], [1.27116, -2.83787, -4.48904], [1.71564, -2.90100, -6.28186], [-4.83433, -0.30185, 1.75990], [-6.17156, 0.10395, 1.82253], [-6.60321, 1.16849, 1.14248], [-5.95491, 1.70860, 0.24410], [-7.73901, 1.44310, 1.62161], [-8.51992, 2.47621, 1.14511], [-4.19437, 0.39174, 2.30532], [-4.48453, -0.41847, 0.73416], [-4.83460, -1.22420, 2.34073], [-9.56111, 2.16107, 1.21371], [-8.41781, 2.79739, 0.10852], [-8.41984, 3.40800, 1.70175], [-3.94931, 1.82446, -2.06029], [-4.17598, 1.93596, -3.49344], [-4.22350, 0.79185, -4.25075], [-4.19831, -0.34441, -3.80391], [-4.23159, 1.18260, -5.53114], [-3.90424, 0.14825, -6.49138], [-4.56827, 1.02416, -1.65470], [-4.36494, 2.71128, -1.58183], [-2.89757, 1.66928, -1.81975], [-3.72201, -0.83382, -6.05501], [-2.95078, 0.37532, -6.96830], [-4.65928, 0.17132, -7.27718], [0.94669, 4.41916, -0.06830], [0.00612, 5.40110, 0.48619], [-0.73508, 6.17844, 0.93098], [1.78921, 4.94583, -0.51651], [0.40908, 3.94839, -0.89138], [1.21721, 3.69545, 0.70057], [0.74417, -3.73131, -1.09093], [2.11417, -3.23827, -1.40788], [3.16312, -2.80196, -1.65919], [0.62325, -4.75643, -1.44110], [0.00337, -2.98715, -1.38340], [0.78336, -3.82413, -0.00559], [-2.77654, -2.88283, -3.61253], [-1.92642, -4.01098, -4.01540], [-1.25788, -4.90895, -4.32135], [-2.62526, -2.06279, -4.31450], [-2.54760, -2.62365, -2.57884], [-3.82651, -3.16712, -3.68216]],
  "mulliken_spin": [1.16, 0.08, 0.04, 0.07, 0.03, 0.02, 0.03, 0.11, 0.02, 0.03, 0.01, 0.15, -0.22, -0.18, 0.00, -0.01, 0.00, 0.01, 0.00, -0.04, 0.00, 0.00, 0.00, 0.00, 0.00, 0.00, 0.00, 0.00, 0.00, 0.03, 0.01, 0.00, 0.00, 0.00, 0.00, 0.00, 0.00, 0.00, 0.00, 0.00, 0.00, 0.00, 0.00, 0.00, 0.00, 0.00, 0.00, 0.00, 0.00, 0.00, 0.00, 0.00, 0.01, 0.00, 0.01, -0.15, -0.01, 0.00, 0.00, 0.00, 0.01, 0.00, 0.01, 0.00, 0.00, 0.01, -0.05, -0.27, 0.02, 0.02, 0.00, -0.01, 0.02, 0.00, 0.00, 0.00, 0.00, 0.00, 0.00, 0.00, 0.00, 0.00, 0.00, 0.00, 0.00, 0.00, 0.00, 0.00, 0.00, 0.00, 0.00, 0.00, 0.00, 0.00, 0.00, 0.00, 0.00, 0.00, 0.00, 0.00, 0.00, 0.00, 0.00, 0.00, 0.00, 0.00, 0.00, 0.00, 0.00, 0.00, 0.00, 0.00, -0.06, 0.01, 0.00, -0.01, 0.01, 0.08, 0.00, 0.00, 0.00, 0.00, 0.00, 0.00, 0.00, 0.00, 0.00, 0.00, 0.00, 0.00]
}



[2]
{
  "formula": "C3H6ClFN2O",
  "method": "the ωB97M-V functional and the def2-TZVPD basis",
  "total_energy_ha": -862.64513,
  "de_lowest_ev": 1.521,
  "charge": 0,
  "smiles": "O=CNNC[C@H](F)Cl",
  "e_homo_ev": -9.4,
  "orbital_gap_ev": 10.17,
  "symbols": ["O", "C", "N", "N", "C", "C", "F", "Cl", "H", "H", "H", "H", "H", "H"],
  "positions_angstrom": [[1.56626, -2.06002, 0.05290], [1.96860, -0.93534, 0.37221], [1.41534, 0.32576, 0.05865], [0.34044, 0.19748, -0.97157], [-0.75831, 0.93878, -0.49798], [-1.63058, 0.15482, 0.54534], [-0.95546, -0.08829, 1.57606], [-2.07715, -1.50392, -0.26262], [2.84890, -0.91147, 1.07562], [2.08477, 1.13386, -0.28610], [-0.06440, -0.84259, -1.10270], [-1.57543, 1.13591, -1.30144], [-0.55616, 1.93618, -0.11817], [-2.60684, 0.51884, 0.85980]],
  "nbo_charge": [-0.58, 0.51, -0.51, -0.51, -0.28, 0.28, -0.31, -0.17, 0.13, 0.41, 0.42, 0.21, 0.22, 0.18]
}